P:
Here is 17 unconnected molecules or ions with the total composition C68H136O17 from the Open Molecules 2025 dataset. Energies are from wB97M-V/def2-TZVPD.

Each line ends with the Mulliken charge.
Atoms and positions in Å:
C1 -13.480 21.406 4.844  1.0259
C2 -12.999 21.199 3.448  -0.7758
C3 -14.216 21.022 2.647  1.3663
O1 -15.297 21.266 3.569  -0.4873
C4 -14.802 22.030 4.733  -0.0028
H1 -12.788 22.008 5.433  -0.4900
H2 -13.525 20.477 5.411  -0.4186
H3 -12.254 20.424 3.269  0.2223
H4 -12.587 22.142 3.090  0.4820
H5 -14.354 19.980 2.357  -1.1159
H6 -14.312 21.611 1.735  -0.2774
H7 -15.405 21.983 5.639  0.3182
H8 -14.811 23.081 4.445  -0.0553
C5 -9.780 22.622 6.444  -0.4100
C6 -9.526 21.321 7.152  -0.5430
C7 -10.904 20.866 7.608  0.3456
O2 -11.418 22.132 8.036  -0.4664
C8 -10.881 23.209 7.267  -0.4264
H9 -10.084 22.570 5.398  0.1437
H10 -8.858 23.201 6.387  0.3372
H11 -8.950 21.491 8.061  0.2938
H12 -9.044 20.580 6.514  0.3617
H13 -10.907 20.121 8.404  0.3243
H14 -11.620 20.487 6.879  -0.3505
H15 -10.624 23.994 7.979  0.3241
H16 -11.667 23.634 6.643  0.1723
C9 -16.516 19.962 10.011  0.3046
C10 -15.081 20.060 10.387  -0.9445
C11 -14.391 20.242 9.067  0.9529
O3 -15.311 20.919 8.301  -0.3992
C12 -16.623 20.620 8.579  0.0484
H17 -17.151 20.477 10.731  0.4654
H18 -16.780 18.904 10.023  -0.6430
H19 -14.706 19.200 10.943  0.3858
H20 -14.871 20.992 10.912  0.3310
H21 -14.242 19.270 8.597  -0.8580
H22 -13.452 20.779 9.206  0.1972
H23 -17.026 19.941 7.827  -0.1855
H24 -17.202 21.540 8.660  0.3766
C13 -18.194 25.602 6.673  -0.6350
C14 -18.727 24.370 6.045  -0.2203
C15 -18.415 24.589 4.570  -0.2994
O4 -17.150 25.278 4.669  -0.2904
C16 -16.788 25.515 5.998  -0.2652
H25 -18.159 25.628 7.762  0.3573
H26 -18.662 26.529 6.341  0.2859
H27 -19.800 24.283 6.218  0.3540
H28 -18.220 23.534 6.526  -0.1069
H29 -19.250 25.092 4.082  0.3267
H30 -18.365 23.573 4.178  0.1801
H31 -16.206 26.420 6.171  0.3339
H32 -16.191 24.660 6.316  0.0359
C17 -21.223 18.058 5.417  0.5071
C18 -21.592 18.195 6.921  -0.6568
C19 -21.093 19.594 7.352  0.0432
O5 -21.025 20.410 6.124  -0.4905
C20 -21.143 19.569 4.923  -0.4618
H33 -22.002 17.483 4.916  0.2869
H34 -20.246 17.602 5.257  -0.4294
H35 -21.175 17.420 7.564  0.2118
H36 -22.679 18.180 7.008  0.3393
H37 -20.124 19.457 7.834  -0.1472
H38 -21.846 20.005 8.024  0.3538
H39 -20.272 19.639 4.270  0.2094
H40 -22.088 19.705 4.397  0.3313
C21 -15.582 12.089 4.448  0.6828
C22 -14.315 12.832 4.150  0.4935
C23 -13.349 11.729 3.730  -0.6825
O6 -13.762 10.612 4.444  -0.4985
C24 -15.214 10.645 4.483  -0.6429
H41 -16.388 12.233 3.728  0.1415
H42 -16.002 12.356 5.418  -0.6029
H43 -13.973 13.351 5.046  -0.2433
H44 -14.497 13.550 3.350  0.0209
H45 -12.298 11.970 3.891  0.4281
H46 -13.404 11.454 2.676  0.3411
H47 -15.565 10.118 5.370  0.2101
H48 -15.515 10.025 3.639  0.3412
C25 -19.801 13.430 4.632  0.8505
C26 -19.536 13.824 6.034  1.7070
C27 -20.616 13.180 6.889  -0.2367
O7 -21.300 12.364 5.934  -0.5481
C28 -20.464 12.109 4.816  -0.6987
H49 -18.845 13.301 4.125  -0.0156
H50 -20.335 14.184 4.054  -0.5709
H51 -19.558 14.914 6.048  -0.7343
H52 -18.564 13.579 6.463  -0.8907
H53 -21.300 13.889 7.355  0.2508
H54 -20.261 12.631 7.761  0.2366
H55 -20.958 11.834 3.884  0.4235
H56 -19.797 11.289 5.082  0.2345
C29 -16.728 14.907 10.731  -0.4455
C30 -16.708 15.451 9.193  1.7666
C31 -17.866 14.776 8.662  1.5558
O8 -18.799 14.721 9.738  -0.5172
C32 -18.257 15.193 10.944  -0.0926
H57 -16.086 15.409 11.455  0.4007
H58 -16.542 13.833 10.718  0.1345
H59 -15.853 15.208 8.563  -0.9223
H60 -16.802 16.537 9.178  -0.5642
H61 -17.708 13.703 8.549  -0.5105
H62 -18.346 15.282 7.825  -1.0359
H63 -18.735 14.699 11.790  0.4233
H64 -18.491 16.246 11.098  -0.2952
C33 -19.867 17.330 2.083  1.0193
C34 -21.235 16.767 2.207  -0.1728
C35 -21.120 15.717 1.181  -0.9060
O9 -19.804 15.202 1.188  -0.5328
C36 -19.026 16.085 1.828  0.8504
H65 -19.545 17.812 3.006  -0.9873
H66 -19.788 18.047 1.266  0.0219
H67 -22.045 17.466 2.001  0.4630
H68 -21.462 16.283 3.157  -0.0212
H69 -21.365 16.062 0.176  0.3480
H70 -21.754 14.866 1.430  0.3864
H71 -18.091 16.346 1.331  0.0050
H72 -18.788 15.635 2.792  -0.5476
C37 -16.615 20.063 -1.988  -0.5247
C38 -16.883 18.647 -2.472  -0.8959
C39 -16.110 17.785 -1.459  -0.4998
O10 -15.660 18.642 -0.450  0.2061
C40 -16.432 19.835 -0.543  0.3046
H73 -17.486 20.653 -2.274  0.3860
H74 -15.837 20.429 -2.658  0.2432
H75 -16.561 18.354 -3.471  0.3379
H76 -17.917 18.347 -2.302  0.2897
H77 -15.196 17.449 -1.950  0.3004
H78 -16.660 16.910 -1.113  0.2291
H79 -16.050 20.674 0.037  -0.4061
H80 -17.370 19.744 0.004  0.0955
C41 -15.405 25.654 0.241  -1.0436
C42 -16.452 25.185 1.220  -0.2094
C43 -16.546 23.729 1.027  0.0551
O11 -15.569 23.377 0.118  -0.0984
C44 -15.252 24.453 -0.715  -0.4395
H81 -14.472 25.886 0.754  0.2971
H82 -15.679 26.542 -0.330  0.3640
H83 -17.365 25.752 1.038  0.4275
H84 -16.049 25.344 2.221  -0.0058
H85 -17.533 23.455 0.654  0.2150
H86 -16.370 23.211 1.970  -0.2400
H87 -15.976 24.454 -1.530  0.3442
H88 -14.263 24.566 -1.157  0.3742
C45 -12.160 16.073 6.555  -0.1671
C46 -13.451 16.100 7.389  2.3760
C47 -13.105 15.849 8.851  -0.0417
O12 -11.808 16.372 8.888  -0.4901
C48 -11.133 15.958 7.724  -0.7362
H89 -11.984 16.994 5.999  0.1485
H90 -12.127 15.255 5.836  0.0764
H91 -14.215 15.490 6.907  -1.0355
H92 -13.826 17.123 7.357  -1.1547
H93 -13.203 14.823 9.204  0.1628
H94 -13.779 16.440 9.470  0.1667
H95 -10.790 14.941 7.912  0.2926
H96 -10.213 16.515 7.545  0.3896
C49 -21.936 17.024 12.335  -0.6331
C50 -21.281 17.254 10.981  0.3173
C51 -20.273 18.412 11.212  0.1019
O13 -20.097 18.443 12.614  -0.3900
C52 -21.310 18.155 13.237  -0.5629
H97 -21.592 16.075 12.748  0.2568
H98 -23.025 17.008 12.334  0.3301
H99 -21.978 17.336 10.148  0.3912
H100 -20.705 16.355 10.762  -0.3596
H101 -20.595 19.381 10.828  0.3397
H102 -19.306 18.193 10.760  -0.3397
H103 -22.012 18.974 13.391  0.2757
H104 -21.201 17.746 14.241  0.3524
C53 -12.671 16.196 0.816  -0.9400
C54 -13.121 15.692 2.103  0.5662
C55 -12.519 16.592 3.155  1.0155
O14 -12.419 17.863 2.461  -0.4519
C56 -12.559 17.730 1.039  0.4162
H105 -13.394 15.856 0.075  0.3350
H106 -11.749 15.663 0.582  0.3079
H107 -12.758 14.691 2.339  0.2676
H108 -14.186 15.696 2.334  -0.3662
H109 -11.516 16.259 3.422  0.4707
H110 -13.152 16.648 4.041  -1.1999
H111 -11.739 18.154 0.460  0.3193
H112 -13.543 18.085 0.733  -0.3684
C57 -17.009 18.617 4.494  0.9252
C58 -16.778 17.755 5.784  0.7457
C59 -16.499 16.322 5.274  1.1028
O15 -15.685 16.636 4.196  -0.5701
C60 -15.852 18.019 3.704  0.8860
H113 -16.901 19.680 4.711  0.4549
H114 -17.903 18.457 3.890  -1.1711
H115 -17.629 17.767 6.465  0.6347
H116 -15.940 18.217 6.306  -0.5950
H117 -17.327 15.819 4.774  -1.1184
H118 -15.965 15.569 5.854  -0.7095
H119 -16.020 18.012 2.627  -0.1880
H120 -14.930 18.600 3.727  -0.8829
C61 -12.926 21.180 -1.058  1.4561
C62 -12.487 20.655 -2.388  -0.5563
C63 -10.978 20.854 -2.304  -0.5926
O16 -10.630 21.503 -1.073  -0.5436
C64 -11.654 21.447 -0.181  -0.2208
H121 -13.656 20.566 -0.531  -0.5121
H122 -13.405 22.156 -1.140  -0.4219
H123 -13.017 21.243 -3.137  0.3805
H124 -12.808 19.626 -2.549  0.0686
H125 -10.613 21.475 -3.121  0.2856
H126 -10.455 19.898 -2.279  0.3486
H127 -11.601 22.187 0.617  0.2772
H128 -11.496 20.558 0.429  0.0384
C65 -15.228 11.743 8.529  0.9329
C66 -16.405 10.740 8.359  -0.3495
C67 -16.804 10.475 9.815  -0.4830
O17 -15.714 10.944 10.656  -0.4551
C68 -14.647 11.250 9.867  -0.6909
H129 -15.392 12.820 8.490  -0.8150
H130 -14.614 11.527 7.654  0.3222
H131 -16.034 9.826 7.896  0.4017
H132 -17.178 11.209 7.749  -0.0575
H133 -17.164 9.464 10.010  0.3529
H134 -17.594 11.169 10.101  0.1834
H135 -13.968 10.401 9.789  0.3701
H136 -14.115 12.093 10.308  0.3162

Output
**HOMO**: -9.070 eV
**Kohn-Sham gap**: 9.6 eV
**LUMO level**: 0.019 hartree

***

Q:
Here is 17 unconnected molecules or ions with the total composition C68H136O17 from the Open Molecules 2025 dataset. Energies are from wB97M-V/def2-TZVPD.

Each line ends with the Mulliken charge.
Atoms and positions in Å:
C1 2.413 -3.656 -4.693  1.4090
C2 2.076 -4.392 -6.023  -1.1103
C3 0.637 -4.862 -5.795  -0.5042
O1 0.363 -4.651 -4.431  -0.4465
C4 1.584 -4.489 -3.732  0.5550
H1 2.033 -2.635 -4.714  -0.8640
H2 3.479 -3.807 -4.525  0.0577
H3 2.786 -5.208 -6.162  0.4018
H4 2.146 -3.779 -6.921  0.3891
H5 0.555 -5.932 -5.986  0.3655
H6 -0.030 -4.280 -6.431  0.2497
H7 1.996 -5.474 -3.512  0.4044
H8 1.350 -3.953 -2.813  -0.8560
C5 -3.157 -3.193 2.383  0.9184
C6 -3.112 -3.316 3.921  -0.9036
C7 -3.430 -1.875 4.345  0.3278
O2 -3.664 -1.188 3.127  0.4405
C8 -4.017 -2.064 2.140  -0.5706
H9 -3.513 -4.133 1.961  0.6606
H10 -2.144 -2.992 2.034  -0.9273
H11 -2.183 -3.705 4.337  0.1705
H12 -3.857 -4.064 4.193  0.3812
H13 -2.578 -1.415 4.846  -0.7490
H14 -4.354 -1.785 4.917  0.4464
H15 -3.963 -1.658 1.130  -0.0097
H16 -5.049 -2.368 2.315  0.1159
C9 4.488 -4.125 -1.665  0.3698
C10 5.424 -4.853 -0.723  -1.1218
C11 4.620 -4.918 0.583  -0.6006
O3 3.707 -3.817 0.481  -0.1837
C12 3.901 -3.104 -0.723  0.5327
H17 3.668 -4.786 -1.948  -0.0624
H18 4.920 -3.772 -2.601  0.2640
H19 6.294 -4.233 -0.503  0.3632
H20 5.675 -5.840 -1.110  0.4551
H21 5.256 -4.744 1.451  0.3426
H22 4.025 -5.830 0.626  0.2073
H23 4.666 -2.353 -0.528  0.2469
H24 2.997 -2.591 -1.050  -0.7772
C13 4.980 -0.861 -3.650  0.2444
C14 4.142 0.153 -2.864  0.8199
C15 4.297 1.404 -3.689  0.1639
O4 5.635 1.273 -4.177  -0.5099
C16 6.177 -0.052 -4.090  -0.7508
H25 4.410 -1.171 -4.525  0.0223
H26 5.215 -1.805 -3.159  -0.1498
H27 4.604 0.266 -1.883  -0.3006
H28 3.090 -0.108 -2.748  -0.4191
H29 4.226 2.247 -3.000  -0.1177
H30 3.545 1.448 -4.477  0.1854
H31 6.871 -0.147 -3.255  0.3286
H32 6.654 -0.372 -5.017  0.3440
C17 0.126 4.793 -4.828  -0.9017
C18 -0.366 4.160 -3.512  1.3607
C19 0.905 3.667 -2.806  0.0817
O5 1.865 3.547 -3.910  -0.3945
C20 1.317 3.954 -5.186  -0.2025
H33 0.341 5.853 -4.694  0.3520
H34 -0.628 4.669 -5.605  0.3267
H35 -1.056 3.341 -3.716  -1.1205
H36 -0.846 4.891 -2.862  0.1082
H37 0.692 2.689 -2.374  -0.4469
H38 1.211 4.398 -2.058  0.3646
H39 1.060 3.027 -5.698  -0.0695
H40 2.022 4.571 -5.743  0.4070
C21 0.662 3.382 4.286  0.6564
C22 1.182 1.983 4.282  2.2077
C23 1.891 1.905 5.666  -0.5579
O6 2.179 3.251 5.963  -0.5471
C24 1.746 4.167 4.975  -0.4124
H41 -0.285 3.453 4.821  -0.3345
H42 0.488 3.687 3.254  -0.0858
H43 1.845 1.799 3.437  -0.6728
H44 0.340 1.297 4.198  -1.2204
H45 2.756 1.247 5.584  0.2219
H46 1.170 1.426 6.328  0.3740
H47 2.543 4.451 4.288  -0.0271
H48 1.366 5.085 5.423  0.3784
C25 1.064 -2.950 5.347  -0.7898
C26 1.559 -2.730 3.946  0.2263
C27 0.773 -1.581 3.425  2.0368
O7 -0.069 -1.115 4.512  0.2608
C28 0.431 -1.653 5.755  -0.6501
H49 1.835 -3.261 6.052  0.3772
H50 0.310 -3.735 5.281  0.2317
H51 1.473 -3.624 3.328  -0.0741
H52 2.633 -2.566 3.854  0.1775
H53 0.146 -2.002 2.639  -1.4894
H54 1.390 -0.771 3.037  -1.1166
H55 -0.310 -1.765 6.547  0.4261
H56 1.165 -0.999 6.225  0.3121
C29 -0.297 1.065 -0.074  1.0155
C30 0.988 0.236 -0.242  1.6866
C31 0.486 -1.232 -0.228  0.5393
O8 -0.835 -1.121 0.358  0.2803
C32 -1.072 0.211 0.846  0.9573
H57 -0.778 1.187 -1.044  -0.7614
H58 -0.097 2.051 0.346  0.0711
H59 1.674 0.536 0.551  -0.6190
H60 1.466 0.482 -1.190  -1.0556
H61 1.147 -1.812 0.416  -0.6343
H62 0.526 -1.601 -1.253  -0.2005
H63 -0.746 0.395 1.870  -1.2054
H64 -2.118 0.503 0.756  0.0369
C33 -4.297 2.024 -3.751  -0.6757
C34 -4.066 3.295 -4.575  -0.6180
C35 -4.143 4.388 -3.525  -0.7627
O9 -3.510 3.778 -2.401  -0.0513
C36 -3.708 2.327 -2.404  0.8920
H65 -4.023 1.135 -4.318  0.2682
H66 -5.376 1.934 -3.622  0.4740
H67 -4.812 3.442 -5.356  0.5533
H68 -3.076 3.245 -5.029  -0.0428
H69 -5.197 4.654 -3.443  0.3849
H70 -3.574 5.212 -3.956  0.4028
H71 -4.422 1.958 -1.668  0.2396
H72 -2.802 1.723 -2.344  -0.9298
C37 4.497 -0.728 1.752  1.4970
C38 4.561 0.362 2.796  1.5163
C39 6.069 0.538 2.982  -0.5519
O10 6.484 -0.795 3.026  -0.5365
C40 5.751 -1.555 2.062  -0.2494
H73 4.466 -0.265 0.765  -0.7403
H74 3.576 -1.304 1.843  -0.6683
H75 4.079 0.035 3.718  -0.4406
H76 4.121 1.304 2.466  -0.8165
H77 6.365 0.964 3.941  0.3904
H78 6.488 1.155 2.187  0.2382
H79 5.430 -2.532 2.422  0.1071
H80 6.315 -1.751 1.151  0.2450
C41 -2.884 -2.433 -1.705  2.2263
C42 -3.625 -3.719 -1.336  -0.4605
C43 -5.081 -3.432 -1.603  -0.4249
O11 -5.003 -2.594 -2.781  -0.5928
C44 -3.842 -1.704 -2.696  0.4960
H81 -1.892 -2.573 -2.136  -0.5379
H82 -2.782 -1.827 -0.804  -1.3823
H83 -3.405 -4.075 -0.329  -0.1055
H84 -3.298 -4.528 -1.989  0.4630
H85 -5.629 -2.884 -0.837  0.0817
H86 -5.558 -4.391 -1.807  0.3851
H87 -4.068 -0.707 -2.317  0.0835
H88 -3.380 -1.732 -3.683  -0.3918
C45 3.281 3.928 0.816  0.1907
C46 4.154 3.400 -0.326  0.6798
C47 5.586 3.628 0.150  -0.8171
O12 5.481 3.561 1.567  -0.4795
C48 4.280 4.114 1.988  -0.3895
H89 2.404 3.347 1.103  -0.5033
H90 2.894 4.919 0.577  0.4851
H91 3.926 3.942 -1.244  0.3879
H92 3.865 2.358 -0.468  -0.5818
H93 6.029 4.567 -0.181  0.2676
H94 6.240 2.847 -0.237  0.3221
H95 4.379 5.170 2.241  0.3862
H96 3.979 3.763 2.975  0.0669
C49 -3.175 3.032 4.860  -0.5795
C50 -2.671 1.629 4.686  1.3107
C51 -2.016 1.264 6.016  -0.0212
O13 -2.915 1.952 6.897  -0.5644
C52 -3.223 3.228 6.351  -0.6821
H97 -4.160 3.219 4.433  0.4325
H98 -2.524 3.765 4.384  0.0298
H99 -2.010 1.554 3.822  -0.9439
H100 -3.547 1.027 4.446  -0.0205
H101 -0.999 1.657 6.011  0.1030
H102 -1.932 0.201 6.243  0.1772
H103 -2.434 3.879 6.728  0.3273
H104 -4.163 3.589 6.766  0.2842
C53 -0.109 -0.990 -6.165  -1.1063
C54 0.595 0.087 -5.419  0.6294
C55 -0.469 0.756 -4.573  0.8502
O14 -1.534 -0.169 -4.515  -0.1990
C56 -1.167 -1.400 -5.168  -0.6014
H105 0.571 -1.740 -6.569  0.2344
H106 -0.569 -0.508 -7.028  0.5085
H107 1.121 0.748 -6.108  0.6925
H108 1.314 -0.306 -4.700  -0.9591
H109 -0.820 1.596 -5.172  -0.1573
H110 -0.070 0.925 -3.573  -0.6672
H111 -2.002 -1.973 -5.571  0.5570
H112 -0.824 -2.117 -4.423  0.1447
C57 -3.135 4.382 1.074  1.1668
C58 -3.348 5.852 0.961  -0.9316
C59 -2.456 6.139 -0.235  0.0940
O15 -1.327 5.351 -0.011  -0.4849
C60 -1.669 4.148 0.597  2.0910
H113 -3.810 3.816 0.432  -0.7333
H114 -3.373 4.074 2.092  -0.2516
H115 -2.837 6.473 1.697  0.3149
H116 -4.323 6.283 0.735  0.4322
H117 -2.192 7.183 -0.405  0.5081
H118 -2.936 5.817 -1.159  -0.4507
H119 -1.048 3.861 1.446  -0.8924
H120 -1.688 3.395 -0.191  -0.8844
C61 0.851 -4.978 0.069  1.9084
C62 0.874 -6.268 0.788  -0.7753
C63 -0.437 -6.337 1.489  -0.5036
O16 -1.321 -5.714 0.529  -0.5566
C64 -0.593 -4.798 -0.314  1.0703
H121 1.526 -4.967 -0.787  -0.7032
H122 1.232 -4.198 0.729  -0.9907
H123 1.707 -6.426 1.473  0.3288
H124 0.913 -7.101 0.085  0.3884
H125 -0.437 -5.740 2.400  0.0191
H126 -0.826 -7.332 1.704  0.3978
H127 -0.869 -3.754 -0.169  -0.8085
H128 -0.779 -4.989 -1.371  0.2669
C65 -6.276 1.328 2.628  -0.2118
C66 -7.609 0.943 1.987  -0.8305
C67 -7.195 0.236 0.778  -0.3847
O17 -6.091 1.068 0.391  -0.4014
C68 -5.504 1.837 1.414  0.7547
H129 -5.762 0.463 3.046  -0.1498
H130 -6.437 2.084 3.396  0.3448
H131 -8.155 1.829 1.663  0.3058
H132 -8.162 0.334 2.702  0.3716
H133 -7.984 0.338 0.033  0.3533
H134 -6.975 -0.822 0.917  0.1734
H135 -5.741 2.883 1.221  0.3314
H136 -4.450 1.639 1.609  -0.5698

Output
**HOMO**: -9.305 eV
**Kohn-Sham gap**: 9.7 eV
**LUMO level**: 0.016 hartree

***

The structures above, arranged from the most stable to the least stable: Q, P.